{"formula": "C17H39Cs2N5O13S2", "method": "wB97M-V/def2-TZVPD", "spin_multiplicity": 1, "homo_ev": -9.42, "lumo_energy_ev": -0.64, "total_energy_ha": -2759.83050, "charge": 0, "relative_energy_kcal_mol": 68.5, "gap_ev": 8.78, "symbols": ["Cs", "Cs", "S", "O", "O", "O", "O", "C", "C", "O", "N", "C", "H", "H", "H", "H", "H", "H", "H", "C", "C", "O", "N", "C", "H", "H", "H", "H", "H", "H", "H", "C", "C", "O", "N", "C", "H", "H", "H", "H", "H", "H", "H", "C", "C", "O", "N", "C", "H", "H", "H", "H", "H", "H", "H", "C", "C", "O", "N", "C", "H", "H", "H", "H", "H", "H", "H", "C", "C", "O", "S", "O", "O", "O", "H", "H", "H", "H"], "xyz": [[-1.91, -2.79, 2.34], [-0.14, 3.37, 2.20], [-0.70, 0.09, 0.77], [-1.61, -0.83, 0.11], [-0.87, 1.41, 0.20], [-1.11, 0.14, 2.15], [0.68, -0.36, 0.67], [3.35, 1.59, 1.94], [4.13, 1.30, 0.69], [5.19, 1.91, 0.60], [3.68, 0.39, -0.13], [4.36, -0.03, -1.37], [4.02, 1.31, 2.75], [2.44, 0.99, 1.96], [3.11, 2.65, 2.05], [2.88, -0.12, 0.21], [4.19, 0.71, -2.16], [4.00, -1.01, -1.67], [5.43, 0.09, -1.24], [-3.55, 2.09, 3.46], [-3.00, 1.52, 4.71], [-3.55, 1.79, 5.79], [-1.93, 0.76, 4.58], [-1.17, 0.29, 5.70], [-4.58, 1.74, 3.37], [-3.05, 1.85, 2.52], [-3.59, 3.17, 3.53], [-1.61, 0.55, 3.65], [-0.18, 0.69, 5.50], [-1.19, -0.79, 5.64], [-1.50, 0.60, 6.70], [-1.68, 6.15, -1.50], [-1.53, 4.70, -0.96], [-2.26, 4.31, 0.00], [-0.61, 3.83, -1.32], [0.41, 4.02, -2.38], [-2.63, 6.55, -1.13], [-1.57, 6.14, -2.58], [-0.88, 6.72, -1.03], [-0.67, 2.91, -0.92], [1.34, 3.51, -2.13], [0.79, 5.04, -2.52], [0.07, 3.61, -3.33], [-4.35, -3.97, -2.55], [-3.79, -2.97, -1.55], [-4.50, -2.04, -1.28], [-2.61, -3.07, -1.01], [-1.64, -4.08, -1.33], [-4.26, -4.98, -2.14], [-3.72, -4.05, -3.44], [-5.33, -3.78, -2.98], [-2.34, -2.27, -0.46], [-1.33, -3.97, -2.37], [-2.13, -5.04, -1.14], [-0.67, -4.09, -0.84], [2.17, -1.99, 2.99], [2.38, -2.99, 1.88], [2.87, -4.09, 2.12], [2.03, -2.58, 0.69], [2.25, -3.26, -0.64], [2.77, -2.25, 3.86], [1.14, -1.84, 3.32], [2.47, -1.01, 2.64], [1.55, -1.70, 0.63], [3.28, -3.50, -0.86], [1.87, -2.59, -1.42], [1.61, -4.14, -0.66], [-0.26, -1.16, -3.22], [0.46, 0.19, -2.91], [1.02, 0.51, -4.15], [1.66, -0.73, -4.91], [2.89, -1.11, -4.23], [1.62, -0.59, -6.36], [0.42, -1.70, -4.36], [-1.28, -0.94, -3.55], [-0.31, -1.78, -2.33], [1.28, 0.02, -2.21], [-0.24, 0.98, -2.63]], "mulliken_charge": [1.084, 1.190, -0.098, -0.800, -0.563, -0.889, -0.560, 0.133, 0.644, -0.730, 0.120, -1.118, 0.191, -0.573, 0.281, -0.129, 0.313, 0.257, 0.445, -0.837, 0.802, -0.733, 0.061, -0.979, 0.257, 0.240, 0.237, 0.378, 0.303, 0.253, 0.322, -1.217, 0.693, -0.681, 0.268, -1.142, 0.309, 0.371, 0.292, 0.193, 0.293, 0.400, 0.386, -1.254, 0.759, -0.623, 0.344, -1.088, 0.321, 0.320, 0.313, 0.234, 0.354, 0.399, 0.175, -0.365, 0.696, -0.748, 0.261, -1.050, 0.395, 0.025, -0.167, 0.169, 0.366, 0.252, 0.307, 0.100, 0.337, -0.362, 1.009, -0.486, -0.574, -0.362, 0.430, -0.201, -0.212, 0.259]}


{"formula": "C17H39GaOP3Se", "method": "wB97M-V/def2-TZVPD", "spin_multiplicity": 1, "homo_ev": [-16.69, -16.60], "lumo_energy_ev": [-11.60, -14.25], "total_energy_ha": -6095.50885, "charge": 3, "relative_energy_kcal_mol": 52.4, "gap_ev": [5.09, 2.35], "symbols": ["Ga", "P", "P", "P", "H", "C", "C", "H", "C", "C", "C", "C", "C", "C", "C", "C", "C", "H", "H", "H", "H", "H", "H", "H", "H", "H", "H", "H", "H", "H", "H", "H", "H", "H", "H", "H", "H", "H", "H", "H", "H", "H", "H", "H", "H", "H", "C", "C", "C", "C", "C", "C", "Se", "H", "H", "H", "H", "H", "H", "O", "H", "H"], "xyz": [[-0.73, 0.24, 0.10], [-1.44, -1.83, 1.60], [1.40, -0.49, 2.41], [1.07, -0.91, -0.81], [-3.25, 3.06, -4.39], [-3.55, 1.98, -4.36], [-3.34, 0.98, -3.46], [-2.97, 1.01, -2.40], [-2.76, -1.25, 2.72], [-0.71, -3.17, 2.60], [-2.39, -2.80, 0.39], [2.61, 0.87, 2.64], [0.54, -0.29, 4.03], [2.54, -1.85, 2.88], [0.60, -0.84, -2.56], [1.43, -2.66, -0.47], [2.70, -0.06, -0.72], [-4.19, 1.70, -5.22], [-3.60, -0.03, -3.79], [-3.33, -0.46, 2.23], [-2.34, -0.88, 3.66], [-3.41, -2.11, 2.91], [-0.30, -2.83, 3.56], [0.07, -3.70, 2.05], [-1.52, -3.87, 2.82], [-3.09, -2.15, -0.14], [-2.95, -3.55, 0.97], [-1.73, -3.32, -0.31], [3.27, 0.54, 3.46], [2.10, 1.81, 2.89], [3.22, 0.99, 1.73], [1.35, -0.32, 4.78], [-0.18, -1.09, 4.22], [-0.02, 0.65, 4.02], [2.97, -1.55, 3.85], [3.36, -1.94, 2.15], [2.01, -2.80, 3.00], [1.40, -1.29, -3.16], [0.49, 0.20, -2.88], [-0.32, -1.41, -2.72], [2.06, -3.04, -1.29], [0.51, -3.25, -0.45], [1.99, -2.79, 0.47], [3.16, -0.14, -1.71], [3.35, -0.55, 0.03], [2.56, 1.02, -0.50], [0.75, 2.98, -1.47], [-0.48, 2.95, -2.18], [-0.47, 3.06, -3.55], [0.74, 3.26, -4.24], [1.97, 3.31, -3.56], [1.97, 3.17, -2.16], [0.55, 2.67, 0.37], [-1.91, 1.02, -0.57], [-1.43, 2.78, -1.67], [-1.41, 2.95, -4.10], [0.68, 3.37, -5.33], [2.91, 3.44, -4.12], [2.90, 3.19, -1.60], [-1.70, 1.64, 2.33], [-1.14, 2.43, 2.19], [-2.53, 1.91, 2.79]], "nbo_charge": [0.851, 0.958, 0.799, 0.932, 0.264, -0.041, -0.058, 0.245, -0.945, -0.930, -0.952, -0.932, -0.930, -0.933, -0.980, -0.947, -0.948, 0.262, 0.246, 0.247, 0.265, 0.262, 0.262, 0.253, 0.276, 0.245, 0.267, 0.242, 0.254, 0.244, 0.231, 0.256, 0.225, 0.255, 0.256, 0.242, 0.243, 0.273, 0.256, 0.252, 0.288, 0.257, 0.277, 0.273, 0.274, 0.248, -0.312, -0.212, -0.208, -0.138, -0.192, -0.118, 0.400, -0.345, 0.221, 0.190, 0.255, 0.271, 0.241, -0.952, 0.490, 0.523]}